C7H3N2O8Pt | ωB97M-V with the def2-TZVPD basis set

```
21
Properties=species:S:1:pos:R:3:forces:R:3
Pt 0.158 0.029 0.196 -0.97 0.39 0.57
O 2.796 2.204 -4.595 -0.54 0.47 -2.16
C 1.615 1.865 -4.971 1.94 -0.91 5.99
O 1.141 2.030 -6.065 -1.00 0.43 -3.06
C 0.710 1.218 -3.939 -0.68 0.28 -1.23
C -0.635 0.929 -4.158 0.10 0.06 -0.19
N -1.112 0.393 -3.034 -0.06 0.19 -0.64
N -0.169 0.305 -2.100 1.14 0.41 0.24
C 0.954 0.805 -2.618 -0.27 -0.51 0.62
C 2.188 0.813 -1.745 -0.92 -0.21 0.05
O 3.220 1.281 -2.186 0.58 0.43 -0.70
O 2.002 0.298 -0.596 0.60 0.20 -0.08
H 3.098 1.952 -3.669 -0.36 -0.69 1.15
H -1.210 1.086 -5.052 -0.31 -0.08 0.03
H -2.053 0.053 -2.865 0.14 0.07 0.08
O -2.005 2.791 2.552 -0.16 0.24 0.23
C -1.562 1.994 1.818 -0.12 0.15 0.32
O -1.025 1.885 0.715 0.79 -0.23 -1.14
C -1.759 0.219 2.483 -0.41 0.63 0.51
O -2.419 0.201 3.449 -0.08 -0.24 0.12
O -1.155 -0.535 1.709 0.59 -1.10 -0.72
```
Positions in Å, forces in eV/Å.

Summary:
- Net charge: +1
- <S²>: 6.015
- Spin multiplicity: 5
- HOMO-LUMO gap (alpha / beta): 7.1491 / 4.2981 eV